Record 1
DFT (ωB97M-V with the def2-TZVPD basis set) results for C4H8GaO3 as an isolated structure at a distorted geometry.

XYZ file:
```
16
Properties=species:S:1:pos:R:3:forces:R:3:nbo_charge:R:1
H -0.65403 -1.69367 1.07389 0.019 -0.179 -0.171 0.259
C 0.72558 -1.39475 -0.56821 0.719 -2.323 1.042 -0.085
H -0.02954 -1.24203 -1.34579 -0.467 0.267 -0.313 0.325
H 1.62192 -1.83854 -1.00951 -0.098 0.001 -0.186 0.279
C 0.20727 -2.18600 0.60578 -0.945 0.849 -0.516 -0.621
H 0.99265 -2.33387 1.35740 0.471 -0.463 0.067 0.315
H -0.11380 -3.16828 0.23455 0.074 -0.293 0.245 0.343
O 1.19248 -0.07277 -0.13880 1.380 1.021 -0.688 -0.508
C 0.44559 1.00860 -0.21144 -3.926 -2.385 -0.072 1.046
O 1.08390 2.06881 -0.13088 -0.175 3.303 0.104 -0.697
Ga 2.73820 1.45011 0.03764 1.907 -0.722 0.321 2.093
O -0.81691 0.85760 -0.31161 2.436 -0.350 0.145 -0.301
C -1.68812 1.95359 0.04198 -1.373 1.271 0.442 -0.282
H -1.42793 2.31157 1.04274 0.060 -0.044 -0.138 0.251
H -1.58278 2.74792 -0.70345 -0.152 0.027 -0.088 0.281
H -2.69450 1.53172 0.02572 0.070 0.019 -0.193 0.303
```
Forces are in eV/Å.

Computed properties:
- ΔE to the lowest compared entry with this formula, charge and spin (eV) = 0.326
- charge = +3
- LUMO energy (spin up / spin down) (eV) = -20.355 / -21.217
- E (eV) = -62754.2431
- gap between HOMO and LUMO (spin up / spin down) (eV) = 4.87 / 3.72

---

Record 2
DFT (ωB97M-V with the def2-TZVPD basis set) results for C4H8I2O as an isolated structure at a distorted geometry.

XYZ file:
```
15
Properties=species:S:1:pos:R:3:forces:R:3:nbo_charge:R:1
C -1.87906 0.13956 0.96125 -2.769 -2.628 -0.373 -0.731
C 1.95405 0.70070 -1.24209 -3.846 0.283 1.093 -0.702
C -0.51217 0.02018 1.23513 4.609 1.244 -0.913 0.243
C 0.62884 -0.13459 -1.32655 1.514 -1.165 1.483 -0.497
O 0.07438 -1.02269 1.80587 0.830 -0.091 0.469 -0.650
I 1.29415 -2.20748 -1.13044 -0.754 0.493 -0.367 0.079
I -1.00302 0.26532 -2.53915 0.540 0.052 -0.134 0.218
H -2.13847 -0.19701 -0.07821 0.037 0.383 0.515 0.241
H -2.53191 -0.48091 1.63578 0.768 0.141 -0.432 0.220
H -2.24544 1.08881 1.13244 -0.614 2.304 -0.116 0.241
H 1.61593 1.59962 -0.72701 0.285 0.515 -0.067 0.208
H 2.64056 0.22241 -0.59184 0.764 -0.550 0.168 0.232
H 2.28095 0.96994 -2.19019 1.111 0.316 -1.661 0.214
H 0.28870 0.81695 1.05121 -1.749 -1.013 0.497 0.196
H -0.46748 -1.78079 2.00381 -0.727 -0.285 -0.160 0.490
```
Forces are in eV/Å.

Computed properties:
- ΔE to the lowest compared entry with this formula, charge and spin (eV) = 4.050
- LUMO energy (spin up / spin down) (eV) = 0.227 / -0.235
- E (eV) = -22522.3253
- gap between HOMO and LUMO (spin up / spin down) (eV) = 7.68 / 6.50

---

Record 3
DFT (ωB97M-V with the def2-TZVPD basis set) results for an isolated ion of composition C4H8IN2S and charge +1 at a distorted geometry.

XYZ file:
```
16
Properties=species:S:1:pos:R:3:forces:R:3:nbo_charge:R:1
C -3.95544 0.41638 1.74675 -2.882 -0.054 0.386 -0.658
C -2.53124 0.85110 -0.70334 2.216 1.371 -0.692 -0.619
C 1.59798 -0.02009 -0.59550 3.361 0.877 -1.245 0.515
C 2.40844 -1.22144 -0.54626 0.791 -1.720 2.312 -0.696
N 2.34493 1.11990 -0.58218 0.523 1.710 3.008 -0.764
N 0.37078 -0.08448 -0.76571 -3.998 0.153 -0.807 -0.702
S -1.03671 1.36605 -0.60125 -1.456 -0.144 -0.053 0.569
I -3.43222 -0.81966 0.28268 -0.268 -0.816 1.061 0.864
H -3.54482 0.46637 2.77060 0.321 -0.238 -1.039 0.244
H -5.08640 0.59345 1.63327 2.029 0.084 0.380 0.234
H 3.41416 -1.21691 -0.94642 0.020 0.487 -0.146 0.264
H 2.47012 -1.39279 0.56151 0.481 0.059 -0.581 0.257
H 1.93170 -2.13566 -0.82955 -0.599 -0.305 -0.701 0.249
H 3.20862 0.95239 0.05616 -1.820 0.842 -1.776 0.416
H 1.87828 2.08032 -0.37790 1.002 -2.406 -0.544 0.420
H -0.03818 -0.95493 -1.10289 0.279 0.100 0.437 0.407
```
Forces are in eV/Å.

Computed properties:
- ΔE to the lowest compared entry with this formula, charge and spin (eV) = 5.627
- charge = +1
- LUMO energy (spin up / spin down) (eV) = -4.752 / -4.906
- E (eV) = -26180.3841
- gap between HOMO and LUMO (spin up / spin down) (eV) = 8.12 / 6.66

---

Record 4
DFT (ωB97M-V with the def2-TZVPD basis set) results for C4H8INO2 as an isolated structure at a distorted geometry.

XYZ file:
```
16
Properties=species:S:1:pos:R:3:forces:R:3:nbo_charge:R:1
C 0.71090 -1.70918 -0.09770 -0.017 3.317 0.716 0.778
C -0.24317 1.32203 1.28930 2.803 -3.322 1.073 -0.693
C -0.13025 1.01285 -1.27959 0.443 -1.377 -0.707 -0.724
C -0.51526 0.42037 0.02428 1.119 -2.605 0.890 -0.184
N -0.25315 -2.52716 0.15152 -3.032 -0.435 -1.109 -0.390
O 1.87534 -1.65805 -0.26071 0.068 -0.252 -0.413 -0.528
O -0.16887 -3.90722 -0.14839 0.060 -0.879 -1.238 -0.556
I -2.56083 -0.31687 0.01041 -0.081 0.761 0.070 0.089
H -0.99243 2.04424 1.42915 -1.116 0.939 0.232 0.211
H -0.22018 0.53671 2.23694 -0.130 2.340 -2.247 0.233
H 0.80206 1.88287 1.27541 -2.076 -1.395 -0.279 0.232
H -0.30168 0.52542 -2.27353 -0.303 -0.298 1.244 0.229
H -0.69401 1.88724 -1.28231 -0.320 2.363 -0.605 0.202
H 0.94410 1.11425 -1.22525 0.381 0.752 -0.009 0.236
H -1.25665 -2.07029 0.11067 2.102 -1.501 0.129 0.389
H -0.23270 -4.16103 -1.14755 0.098 1.591 2.253 0.477
```
Forces are in eV/Å.

Computed properties:
- ΔE to the lowest compared entry with this formula, charge and spin (eV) = 5.872
- LUMO energy (spin up / spin down) (eV) = 0.146 / 0.147
- E (eV) = -17958.1670
- gap between HOMO and LUMO (spin up / spin down) (eV) = 8.05 / 8.05

---

Record 5
DFT (ωB97M-V with the def2-TZVPD basis set) results for one molecule with the formula C4H8INO2.

XYZ file:
```
16
Properties=species:S:1:pos:R:3:forces:R:3:nbo_charge:R:1
C -0.77621 1.69500 -0.90479 0.474 -0.189 0.379 -0.613
C -0.10911 1.21830 0.40819 -0.363 0.462 -0.013 -0.479
C -0.75773 -0.04788 0.92875 0.001 0.018 0.201 0.032
I -0.63660 -0.23872 3.08674 0.082 -0.056 -0.125 0.055
O -0.36250 -1.22899 0.26605 0.106 0.135 -0.278 -0.535
C 0.96652 -1.49191 0.17041 0.534 -0.530 0.463 0.881
N 1.18416 -2.51634 -0.74291 -0.199 0.868 -0.140 -0.822
O 1.82819 -0.98573 0.84674 -0.444 -0.048 -0.418 -0.610
H -1.40946 0.91771 -1.32126 -0.111 -0.040 -0.175 0.205
H -1.37041 2.58263 -0.71573 -0.181 0.038 -0.108 0.215
H -0.01154 1.94552 -1.63242 -0.023 0.065 -0.213 0.215
H -0.26345 1.97923 1.16791 0.052 0.069 0.080 0.228
H 0.96292 1.11650 0.29992 0.092 -0.199 0.065 0.242
H -1.82542 0.00683 0.75599 -0.098 -0.099 0.090 0.207
H 2.10171 -2.41409 -1.14837 0.217 -0.281 0.142 0.393
H 0.47893 -2.53807 -1.46522 -0.140 -0.213 0.052 0.386
```
Forces are in eV/Å.

Computed properties:
- ΔE to the lowest compared entry with this formula, charge and spin (eV) = 0.091
- LUMO energy (eV) = 0.552
- E (eV) = -17963.9486
- SMILES = CC[C@H](I)OC(N)=O
- gap between HOMO and LUMO (eV) = 9.82

---

Record 6
DFT (ωB97M-V with the def2-TZVPD basis set) results for one molecule with the formula C4H8INO2 at a distorted geometry.

XYZ file:
```
16
Properties=species:S:1:pos:R:3:forces:R:3:nbo_charge:R:1
C -1.09809 0.93068 -1.20646 0.654 0.994 1.388 -0.609
C 0.41129 0.68169 -1.30242 -0.264 -2.809 -1.078 -0.459
C 0.54607 -2.15182 2.64680 -1.516 0.250 -0.305 -0.681
C 1.10855 0.42637 -0.01303 -0.692 1.372 0.979 0.000
N 2.03541 -0.44960 0.24675 0.178 -2.135 -0.343 0.334
O 2.21556 -1.59525 -0.30747 -0.423 1.294 -1.042 -0.580
O 2.81017 -0.25690 1.27570 0.349 0.706 0.706 -0.522
I 2.52738 -2.39939 2.33363 -2.074 0.324 0.898 0.764
H -1.73216 0.41337 -0.51081 0.309 -1.566 0.137 0.217
H -1.50545 0.90660 -2.16198 -0.880 -0.249 -1.700 0.213
H -1.34250 1.89022 -0.81785 0.333 1.528 0.043 0.202
H 0.93525 1.52537 -1.75886 -0.280 0.051 -0.203 0.228
H 0.49685 -0.22543 -2.02809 0.410 1.483 1.362 0.236
H -0.18808 -2.44009 1.80052 1.683 0.281 1.436 0.224
H 0.01816 -1.63130 3.54750 1.729 -0.978 -1.609 0.228
H 0.95276 1.17202 0.79505 0.487 -0.546 -0.666 0.205
```
Forces are in eV/Å.

Computed properties:
- ΔE to the lowest compared entry with this formula, charge and spin (eV) = 8.429
- LUMO energy (spin up / spin down) (eV) = -1.626 / -0.969
- E (eV) = -17955.6103
- gap between HOMO and LUMO (spin up / spin down) (eV) = 6.50 / 7.24

---

Record 7
DFT (ωB97M-V with the def2-TZVPD basis set) results for C4H8INO4P as an isolated structure at a distorted geometry.

XYZ file:
```
19
Properties=species:S:1:pos:R:3:forces:R:3:nbo_charge:R:1
C 2.12642 0.60776 0.37457 1.398 -1.831 -2.040 0.759
C 0.67270 -1.42379 0.21515 1.642 -0.651 -0.767 -0.406
C -0.04290 -0.82345 1.44198 2.495 -2.515 2.149 -0.837
C 1.24532 -0.21291 -0.61976 1.014 -1.738 -0.605 -0.181
N 0.07097 0.63305 -0.82154 -0.018 -0.853 -0.353 -0.974
O 3.33784 0.54874 0.40710 0.082 0.132 0.194 -0.641
O -1.81472 2.80322 -1.24031 0.192 1.106 0.520 -0.993
O 1.36437 1.29540 1.12205 -1.401 1.048 1.593 -0.728
O -1.07644 1.98482 1.34123 -0.201 1.341 0.658 -1.097
P -0.38318 0.82453 0.81101 0.725 -0.768 -0.423 2.167
I -2.78896 -0.32405 0.18907 -1.205 -0.413 -0.347 -0.628
H -0.02750 -1.99811 -0.34724 -0.948 0.240 -0.888 0.231
H 1.48007 -2.23004 0.29739 -0.633 1.425 0.960 0.215
H -0.83448 -1.48978 1.77162 -0.478 0.644 -0.461 0.273
H 0.69498 -0.98464 2.32407 -0.843 1.408 -1.223 0.242
H 1.82524 -0.68249 -1.54297 -1.331 1.615 1.701 0.226
H -1.65414 2.13570 -1.90698 -0.021 -0.532 0.580 0.470
H -1.53117 2.55118 -0.31715 -0.600 -0.046 -1.260 0.502
H 0.28378 1.51608 -1.25537 0.129 0.386 0.011 0.400
```
Forces are in eV/Å.

Computed properties:
- ΔE to the lowest compared entry with this formula, charge and spin (eV) = 1.083
- charge = -1
- LUMO energy (eV) = 3.171
- E (eV) = -31350.9685
- gap between HOMO and LUMO (eV) = 7.85

---

Record 8
DFT (ωB97M-V with the def2-TZVPD basis set) results for one molecule with the formula C4H8INSi at a distorted geometry.

XYZ file:
```
15
Properties=species:S:1:pos:R:3:forces:R:3:nbo_charge:R:1
C -0.47299 1.31049 -1.34568 -0.968 -0.923 -1.454 -1.121
Si -0.10226 -0.19666 -0.19889 -0.052 1.072 2.582 1.485
C 1.30719 -1.42085 -0.68085 -1.842 1.296 0.284 -1.082
C -1.62600 -1.31316 0.02951 2.530 2.220 -0.714 -0.146
N -2.50487 -1.99139 0.24243 -2.089 -1.658 0.470 -0.304
C 0.16025 0.42442 1.90584 1.039 0.389 -1.374 -0.888
I -0.54024 2.48010 2.40871 0.172 -0.947 -0.468 0.041
H -0.00930 2.21193 -1.08887 1.376 1.176 1.143 0.259
H -0.12452 1.20223 -2.40990 -0.329 -0.534 0.897 0.252
H -1.51176 1.71658 -1.43693 0.382 -1.139 0.331 0.272
H 1.87924 -0.88888 -1.44245 -0.190 -0.770 -0.565 0.249
H 1.98936 -1.57045 0.14019 -0.066 -0.384 0.412 0.254
H 0.64627 -2.29592 -0.91331 1.439 0.422 -0.367 0.265
H 1.29073 0.54033 2.14258 -2.019 -0.563 -0.371 0.230
H -0.38109 -0.20879 2.64763 0.617 0.342 -0.806 0.235
```
Forces are in eV/Å.

Computed properties:
- ΔE to the lowest compared entry with this formula, charge and spin (eV) = 0.594
- LUMO energy (eV) = 0.115
- E (eV) = -21745.3852
- SMILES = C[Si](C)(C#N)CI
- gap between HOMO and LUMO (eV) = 9.36